Record 1
{
  "formula": "C44H47MgN2O3PS4Sb2",
  "method": "ωB97M-V with the def2-TZVPD basis set",
  "homo_ev": -6.10,
  "homo_lumo_gap_ev": 6.074,
  "total_charge": 0,
  "de_lowest_kj_mol": 123.0,
  "lumo_ev": -0.030,
  "species": ["Mg", "O", "C", "S", "C", "C", "S", "S", "S", "C", "C", "C", "Sb", "C", "C", "C", "C", "C", "C", "C", "C", "C", "C", "C", "C", "Sb", "C", "C", "C", "C", "C", "C", "C", "C", "C", "C", "C", "C", "H", "H", "H", "H", "H", "H", "H", "H", "H", "H", "H", "H", "H", "H", "H", "H", "H", "H", "H", "H", "H", "H", "H", "H", "H", "H", "C", "N", "N", "C", "O", "C", "C", "C", "C", "C", "C", "C", "C", "C", "H", "H", "H", "H", "H", "H", "H", "H", "H", "H", "H", "H", "C", "P", "C", "C", "O", "H", "H", "H", "H", "H", "H", "H", "H", "H"],
  "coordinates": [[1.592, 0.815, 0.288], [2.925, 2.612, 6.700], [2.659, 2.279, 5.573], [1.498, 3.121, 4.544], [1.571, 2.025, 3.165], [2.448, 1.006, 3.260], [2.770, -0.231, 2.089], [3.405, 0.920, 4.737], [0.528, 2.394, 1.830], [-0.068, -2.235, -1.022], [-0.583, -3.088, 0.149], [-0.234, -2.575, 1.555], [-1.285, -0.742, 2.087], [-0.707, -0.688, 4.157], [0.288, -1.484, 4.710], [0.642, -1.337, 6.045], [0.011, -0.389, 6.835], [-0.984, 0.410, 6.290], [-1.340, 0.259, 4.959], [-3.041, -1.932, 2.521], [-4.202, -1.744, 1.779], [-5.301, -2.576, 1.960], [-5.246, -3.601, 2.892], [-4.104, -3.775, 3.662], [-3.010, -2.943, 3.476], [-1.326, -1.106, -2.458], [-2.633, -2.792, -2.859], [-2.709, -3.307, -4.150], [-3.600, -4.326, -4.461], [-4.428, -4.846, -3.478], [-4.363, -4.343, -2.186], [-3.477, -3.320, -1.883], [-2.909, 0.057, -1.540], [-4.250, -0.213, -1.802], [-5.246, 0.639, -1.341], [-4.914, 1.783, -0.632], [-3.579, 2.089, -0.413], [-2.585, 1.240, -0.878], [0.450, -2.878, -1.737], [0.662, -1.502, -0.663], [-0.139, -4.085, 0.053], [-1.663, -3.231, 0.080], [0.836, -2.379, 1.635], [-0.520, -3.338, 2.282], [0.809, -2.213, 4.100], [1.426, -1.956, 6.465], [0.305, -0.261, 7.869], [-1.472, 1.159, 6.901], [-2.116, 0.887, 4.533], [-4.251, -0.940, 1.055], [-6.197, -2.424, 1.370], [-6.093, -4.264, 3.020], [-4.066, -4.563, 4.404], [-2.121, -3.079, 4.084], [-2.078, -2.890, -4.927], [-3.656, -4.708, -5.473], [-5.135, -5.629, -3.719], [-5.012, -4.736, -1.413], [-3.476, -2.905, -0.882], [-4.532, -1.089, -2.368], [-6.283, 0.398, -1.540], [-5.691, 2.446, -0.273], [-3.299, 2.996, 0.109], [-1.550, 1.518, -0.745], [2.342, 5.702, -3.052], [1.598, 4.465, -2.991], [1.810, 3.533, -1.992], [0.775, 2.626, -1.996], [0.703, 1.610, -1.268], [-0.127, 3.075, -3.000], [0.396, 4.208, -3.558], [-0.159, 5.084, -4.623], [3.081, 3.401, -1.361], [4.196, 3.110, -2.140], [5.437, 2.992, -1.539], [5.563, 3.153, -0.165], [4.449, 3.445, 0.607], [3.203, 3.587, 0.009], [3.322, 5.560, -2.607], [1.830, 6.508, -2.520], [2.467, 5.993, -4.093], [-1.054, 2.585, -3.239], [-1.041, 4.614, -5.050], [0.571, 5.255, -5.414], [-0.441, 6.056, -4.214], [4.080, 2.975, -3.209], [6.307, 2.767, -2.143], [6.532, 3.051, 0.305], [4.549, 3.573, 1.677], [2.330, 3.842, 0.595], [5.491, -0.501, -1.774], [3.797, -1.090, -1.515], [3.863, -2.402, -0.275], [3.293, -1.908, -3.053], [2.880, 0.046, -1.176], [6.148, -1.308, -2.097], [5.857, -0.077, -0.839], [5.462, 0.277, -2.536], [4.673, -3.100, -0.486], [2.909, -2.932, -0.279], [4.006, -1.945, 0.703], [3.976, -2.727, -3.280], [3.287, -1.191, -3.873], [2.285, -2.298, -2.919]],
  "mulliken_charge": [1.88, -0.66, 0.72, -0.24, 0.13, 0.23, -0.79, -0.20, -0.75, -0.08, -0.20, -1.20, 0.59, 0.41, 0.14, -0.69, -0.52, -0.61, -0.71, 0.17, -0.21, -0.40, -0.53, -0.69, -0.39, 0.97, 0.10, -0.75, -0.58, -0.51, -0.89, 0.32, 0.11, -0.48, -0.62, -0.59, -0.91, -0.17, 0.26, -0.58, 0.52, -0.20, 0.34, 0.66, 0.20, 0.39, 0.38, 0.38, 0.39, 0.25, 0.45, 0.36, 0.40, 0.32, 0.36, 0.40, 0.39, 0.50, 0.26, 0.42, 0.42, 0.38, 0.47, 0.48, -1.04, -0.06, 0.76, 0.26, -0.15, -1.13, 0.60, -1.63, -0.80, 0.67, -0.85, -0.51, -0.65, -0.61, 0.39, 0.34, 0.35, 0.47, 0.39, 0.36, 0.31, 0.48, 0.50, 0.44, 0.42, 0.80, -1.27, 1.29, -1.01, -1.00, -0.91, 0.50, 0.29, 0.30, 0.48, 0.16, 0.26, 0.44, 0.32, 0.08]
}


Record 2
{
  "formula": "C17H34N17O7P2SeW",
  "method": "ωB97M-V with the def2-TZVPD basis set",
  "homo_ev": [-10.45, -10.93],
  "homo_lumo_gap_ev": [5.491, 5.994],
  "total_charge": 1,
  "de_lowest_kj_mol": 182.2,
  "lumo_ev": [-4.954, -4.940],
  "multiplicity": 3,
  "species": ["W", "C", "C", "O", "P", "O", "O", "O", "P", "O", "O", "O", "H", "H", "H", "H", "H", "H", "H", "N", "C", "N", "N", "N", "N", "C", "N", "N", "N", "N", "H", "N", "C", "C", "C", "N", "H", "H", "H", "H", "H", "H", "H", "H", "H", "H", "C", "N", "C", "C", "N", "N", "C", "C", "H", "H", "H", "H", "H", "H", "H", "H", "H", "H", "H", "H", "H", "Se", "N", "C", "C", "C", "C", "N", "C", "N", "H", "H", "H"],
  "coordinates": [[-0.519, 0.077, -0.074], [-1.019, 4.905, 2.028], [-1.187, 3.619, 2.812], [-1.143, 3.768, 4.229], [-2.781, 2.766, 2.468], [-2.827, 1.508, 3.440], [-3.816, 3.799, 3.118], [-3.151, 2.391, 1.101], [0.180, 2.395, 2.405], [0.525, 1.746, 3.828], [1.375, 2.936, 1.726], [-0.414, 1.180, 1.650], [-1.776, 5.636, 2.317], [-1.112, 4.702, 0.962], [-0.029, 5.320, 2.217], [-1.814, 4.412, 4.495], [-2.553, 1.662, 4.354], [-4.557, 4.014, 2.538], [0.922, 2.379, 4.441], [-3.145, 0.777, -2.427], [-2.425, 1.809, -1.899], [-2.735, 3.082, -1.977], [-1.745, 3.721, -1.357], [-0.870, 2.905, -0.919], [-1.241, 1.633, -1.255], [-2.738, -0.520, -2.287], [-3.380, -1.588, -2.712], [-2.618, -2.620, -2.346], [-1.569, -2.228, -1.734], [-1.573, -0.858, -1.685], [-4.054, 0.961, -2.820], [1.895, -0.302, 1.421], [3.271, -0.378, 0.912], [3.682, 0.927, 0.253], [2.860, 1.246, -0.991], [1.444, 1.534, -0.662], [1.838, 0.501, 2.039], [1.712, -1.114, 1.999], [3.320, -1.180, 0.170], [3.983, -0.604, 1.714], [4.734, 0.858, -0.026], [3.576, 1.747, 0.968], [2.904, 0.400, -1.678], [3.307, 2.118, -1.478], [1.077, 2.150, -1.383], [1.468, 2.143, 0.167], [2.842, -1.382, -4.070], [1.708, -1.134, -3.197], [0.930, 0.034, -3.564], [1.450, -1.891, -2.105], [0.906, -1.395, -1.015], [1.880, -3.185, -2.152], [1.621, -4.002, -3.335], [1.973, -3.977, -0.940], [3.420, -0.458, -4.157], [2.530, -1.682, -5.073], [3.488, -2.148, -3.651], [0.497, -0.125, -4.554], [1.564, 0.923, -3.606], [0.128, 0.196, -2.851], [0.732, -2.166, -0.379], [1.231, -3.398, -4.147], [0.866, -4.754, -3.092], [2.533, -4.507, -3.657], [2.446, -3.406, -0.141], [2.608, -4.834, -1.158], [0.996, -4.347, -0.606], [-4.195, -0.444, 0.925], [-4.216, -1.731, 2.120], [-2.977, -2.170, 2.312], [-2.515, -3.193, 3.159], [-1.167, -3.477, 3.115], [-0.289, -2.781, 2.279], [-0.669, -1.782, 1.475], [-1.990, -1.523, 1.517], [-2.416, -0.562, 0.702], [-3.192, -3.728, 3.807], [-0.772, -4.270, 3.734], [0.763, -3.038, 2.246]],
  "mulliken_spin": [1.23, 0.00, 0.00, 0.00, 0.01, 0.00, 0.00, 0.01, 0.02, 0.00, 0.00, 0.10, 0.00, 0.00, 0.00, 0.00, 0.00, 0.00, 0.00, 0.02, 0.03, -0.01, 0.03, 0.00, 0.04, 0.02, 0.00, 0.02, -0.01, 0.00, 0.00, 0.09, 0.00, 0.00, 0.01, 0.03, 0.00, 0.00, 0.00, 0.00, 0.00, 0.00, 0.00, 0.00, 0.01, 0.00, 0.00, 0.01, 0.02, 0.03, 0.15, 0.00, 0.00, 0.00, 0.00, 0.00, 0.00, 0.00, 0.00, 0.02, 0.02, 0.00, 0.00, 0.00, 0.00, 0.00, 0.00, 0.00, 0.01, -0.02, 0.00, 0.00, 0.02, 0.04, 0.03, 0.02, 0.00, 0.00, 0.00]
}


Record 3
{
  "formula": "C32H35N5O8PS3SbW",
  "method": "ωB97M-V with the def2-TZVPD basis set",
  "homo_ev": [-10.43, -10.55],
  "homo_lumo_gap_ev": [5.561, 5.299],
  "total_charge": 1,
  "de_lowest_kj_mol": 446.1,
  "lumo_ev": [-4.871, -5.255],
  "multiplicity": 2,
  "species": ["W", "C", "C", "C", "C", "C", "C", "N", "C", "C", "C", "C", "C", "C", "N", "N", "C", "C", "C", "C", "C", "N", "H", "H", "H", "H", "H", "H", "H", "H", "H", "H", "H", "H", "H", "O", "C", "C", "C", "C", "C", "C", "C", "O", "N", "O", "O", "H", "H", "H", "H", "S", "Sb", "S", "S", "C", "C", "C", "C", "O", "P", "O", "O", "O", "C", "C", "C", "C", "H", "H", "H", "H", "H", "H", "H", "H", "H", "H", "H", "H", "H", "H", "H", "H", "H", "H"],
  "coordinates": [[1.289, -0.906, 0.506], [-0.118, 3.852, -1.853], [0.587, 3.741, -0.665], [0.493, 2.583, 0.090], [-0.311, 1.521, -0.326], [-1.016, 1.635, -1.523], [-0.916, 2.799, -2.274], [-0.294, 0.342, 0.492], [-1.489, -0.363, 1.007], [-2.867, 0.334, 1.182], [-3.765, -0.725, 1.796], [-3.337, -1.546, 2.750], [-1.937, -1.563, 3.128], [-1.029, -1.020, 2.302], [0.360, -1.178, 2.341], [0.821, -2.475, 2.723], [2.200, -2.566, 2.519], [2.878, -3.813, 2.561], [4.397, -3.828, 2.397], [4.934, -2.457, 2.137], [4.147, -1.409, 1.927], [2.734, -1.470, 2.027], [-0.055, 4.756, -2.444], [1.201, 4.561, -0.315], [1.031, 2.501, 1.025], [-1.640, 0.824, -1.854], [-1.475, 2.881, -3.197], [-4.224, 0.809, -0.151], [-4.797, -0.732, 1.475], [-4.003, -2.249, 3.230], [-1.648, -2.059, 4.039], [2.445, -4.585, 3.187], [4.872, -4.249, 3.285], [6.006, -2.326, 2.103], [4.526, -0.425, 1.694], [1.175, -0.428, -1.572], [1.717, 0.436, -2.279], [2.719, 1.350, -1.828], [3.296, 2.245, -2.739], [4.223, 3.145, -2.273], [4.593, 3.200, -0.930], [4.019, 2.338, -0.022], [3.079, 1.402, -0.463], [2.501, 0.608, 0.420], [4.841, 4.088, -3.223], [5.713, 4.812, -2.791], [4.530, 3.968, -4.390], [1.409, 0.479, -3.325], [3.020, 2.238, -3.784], [5.323, 3.934, -0.621], [4.272, 2.383, 1.028], [4.730, -5.008, 1.000], [2.417, -4.526, 0.427], [-0.073, -3.836, 2.928], [2.878, -2.420, -0.661], [-2.762, 1.482, 3.547], [-3.041, 1.654, 2.049], [-2.187, 2.825, 1.579], [-4.513, 2.093, 1.912], [-3.288, 0.589, -0.158], [-1.610, -1.909, -0.110], [-2.402, -3.073, 0.268], [0.014, -2.225, 0.021], [-1.706, -1.392, -1.579], [-1.945, -2.229, -2.789], [-3.400, -2.661, -2.783], [-0.983, -3.406, -2.774], [-1.647, -1.285, -3.939], [-2.906, 2.452, 4.025], [-1.738, 1.175, 3.746], [-3.439, 0.778, 4.026], [-2.488, 3.717, 2.131], [-2.307, 3.032, 0.516], [-1.140, 2.652, 1.801], [-4.672, 2.959, 2.555], [-5.218, 1.329, 2.236], [-4.764, 2.414, 0.899], [-3.606, -3.305, -1.931], [-3.624, -3.207, -3.700], [-4.048, -1.787, -2.736], [-1.208, -4.084, -1.950], [0.047, -3.056, -2.686], [-1.081, -3.962, -3.707], [-2.296, -0.411, -3.900], [-1.820, -1.795, -4.886], [-0.606, -0.963, -3.907]],
  "mulliken_spin": [0.01, 0.00, 0.00, 0.00, 0.00, 0.00, 0.00, 0.00, 0.04, -0.02, 0.03, -0.01, 0.05, -0.06, 0.02, 0.15, -0.01, 0.01, 0.00, 0.03, -0.02, 0.09, 0.00, 0.00, 0.00, 0.00, 0.00, 0.00, 0.00, 0.00, -0.01, 0.00, 0.00, 0.00, 0.00, 0.00, 0.00, 0.00, 0.00, 0.00, 0.00, 0.00, 0.00, 0.00, 0.00, 0.00, 0.00, 0.00, 0.00, 0.00, 0.00, 0.00, 0.02, 0.61, 0.03, 0.01, 0.00, 0.00, 0.00, 0.00, 0.00, 0.01, 0.01, 0.01, 0.00, 0.00, 0.00, 0.00, 0.00, 0.00, 0.00, 0.00, 0.00, 0.00, 0.00, 0.00, 0.00, 0.00, 0.00, 0.00, 0.00, 0.00, 0.00, 0.00, 0.00, 0.00]
}


Record 4
{
  "formula": "C3H4Br3F",
  "method": "ωB97M-V with the def2-TZVPD basis set",
  "homo_ev": -10.14,
  "homo_lumo_gap_ev": 10.296,
  "total_charge": 0,
  "de_lowest_kj_mol": 1.1,
  "lumo_ev": 0.157,
  "species": ["C", "C", "C", "F", "Br", "Br", "Br", "H", "H", "H", "H"],
  "coordinates": [[-1.125, -0.468, 0.554], [-0.264, 0.632, -0.090], [1.150, 0.107, -0.329], [1.924, 1.181, -0.583], [-0.965, 1.360, -1.743], [1.197, -1.154, -1.753], [1.879, -0.832, 1.293], [-2.146, -0.366, 0.508], [-0.896, -1.447, 0.114], [-0.811, -0.496, 1.535], [0.056, 1.483, 0.492]],
  "mulliken_charge": [-1.19, -0.17, 0.17, -0.20, -0.05, 0.00, -0.10, 0.41, 0.32, 0.43, 0.39]
}


Record 5
{
  "formula": "CH8O4Si2",
  "method": "ωB97M-V with the def2-TZVPD basis set",
  "homo_ev": -10.79,
  "homo_lumo_gap_ev": 10.810,
  "total_charge": 0,
  "de_lowest_kj_mol": 168.7,
  "lumo_ev": 0.024,
  "smiles": "C[Si@@H](O)O[Si](=O)O.[H][H]",
  "species": ["C", "Si", "O", "O", "Si", "O", "O", "H", "H", "H", "H", "H", "H", "H", "H"],
  "coordinates": [[-1.129, 1.122, 1.602], [-0.888, -0.057, 0.129], [-1.306, 0.656, -1.290], [0.718, -0.423, -0.078], [2.280, -0.041, -0.237], [2.924, 1.284, -0.419], [3.097, -1.411, 0.117], [-0.605, 1.967, 1.396], [-2.102, 1.400, 1.687], [-0.671, 0.686, 2.592], [-1.673, -1.293, 0.045], [-1.552, 1.601, -1.484], [3.842, -1.305, 0.630], [-1.206, -1.843, -2.369], [-1.729, -2.342, -2.321]],
  "mulliken_charge": [-1.07, 0.41, -0.56, 0.19, 0.64, -0.63, -0.47, 0.35, 0.37, 0.25, -0.13, 0.34, 0.32, -0.18, 0.15]
}


Record 6
{
  "formula": "C4H4FN",
  "method": "ωB97M-V with the def2-TZVPD basis set",
  "homo_ev": -10.70,
  "homo_lumo_gap_ev": 11.484,
  "total_charge": 0,
  "de_lowest_kj_mol": 95.0,
  "lumo_ev": 0.779,
  "smiles": "C=C(F)CC#N",
  "species": ["C", "C", "F", "C", "C", "N", "H", "H", "H", "H"],
  "coordinates": [[0.134, -1.013, 1.279], [-0.448, 0.000, 0.692], [-1.788, 0.366, 1.009], [-0.063, 0.898, -0.613], [0.699, 0.072, -1.617], [1.301, -0.447, -2.439], [-0.420, -1.543, 2.030], [1.044, -1.414, 0.972], [0.510, 1.758, -0.232], [-0.969, 1.322, -1.080]],
  "mulliken_charge": [-0.71, 0.37, -0.28, -0.34, 0.20, -0.35, 0.27, 0.31, 0.27, 0.26]
}